Molecular formula: C4H8N3O3
Method: DFT, the ωB97M-V functional and the def2-TZVPD basis

Geometry as XYZ:
```
18
Properties=species:S:1:pos:R:3:forces:R:3:nbo_charge:R:1
C -0.355591 -0.892052 0.857423 -2.6 2.0 -0.1 -0.569
C 0.926612 -0.099845 1.406466 -2.8 2.9 0.3 -0.188
C -0.939156 -0.230661 -0.328790 0.6 -0.9 0.8 0.638
C -0.942427 -0.508215 -1.745156 0.1 0.7 -0.4 -0.834
N 1.912190 0.067249 0.443387 1.6 -3.3 1.1 -0.431
N 1.959190 1.153042 -0.266977 -3.0 2.4 0.3 0.232
N -1.735319 1.025241 -0.004295 2.2 -0.6 4.5 0.444
O 2.843762 1.487307 -0.960413 1.7 -1.0 -0.7 -0.264
O -2.299264 1.525658 -0.883926 -1.9 1.8 -1.7 -0.225
O -1.590458 1.396471 1.187624 -0.8 -0.4 -2.5 -0.330
H 0.043236 -1.823320 0.573010 -0.1 -1.6 -0.2 0.261
H -1.285041 -0.826224 1.655566 2.6 -0.4 -1.6 0.355
H 0.578102 0.868005 1.783801 0.0 0.0 -0.5 0.261
H 1.233251 -0.544993 2.304245 0.8 -1.4 0.8 0.257
H -1.221895 -1.497772 -2.070522 -0.3 -0.9 0.6 0.340
H 0.072034 -0.503531 -2.222653 -0.3 0.5 0.6 0.354
H -1.654971 0.195743 -2.207122 0.8 -0.3 -0.2 0.309
H 2.455749 -0.792095 0.478329 1.5 0.6 -1.2 0.390
```
Forces are in eV/Å.

As for the strongest force on any atom: 5.04 eV/Å. As for the charge: +1. The energy above the lowest of the compared OMol25 structures with the same formula, charge and spin comes out at 6.5499 eV. The value obtained for the HOMO-LUMO gap (spin up / spin down) is 5.34 / 5.34 eV. As for the total energy: -546.6193 Ha. As for the spin multiplicity: 1. The LUMO energy (spin up / spin down) is -8.0683 / -8.0693 eV.